[1]
Below is 3 unconnected molecules or ions with the total composition C3H12NO2 in a non-equilibrium geometry, with properties calculated with wB97M-V/def2-TZVPD.

```
18
Properties=species:S:1:pos:R:3:forces:R:3
C 2.083612 0.701170 1.489203 -0.650 -0.603 0.535
C 1.039218 -0.158801 2.174605 -1.091 0.387 -0.160
C -0.359474 -0.187586 1.967380 2.518 -0.497 -0.311
N -0.945028 0.827885 1.116350 -0.619 -0.006 -0.057
H 2.684530 0.106785 0.794673 0.194 0.093 -0.253
H 1.652311 1.563156 1.005967 -0.079 0.221 -0.477
H 2.742198 1.109889 2.254256 0.171 -0.048 -0.072
H 1.478287 -0.941981 2.780982 -0.349 0.032 0.278
H -1.001998 -0.627021 2.703612 -0.280 -0.091 -0.074
H -0.930778 0.677269 0.087619 0.055 -0.500 0.909
H -1.927101 0.929642 1.397046 -0.036 0.118 -0.355
H -0.494670 1.770463 1.275611 0.177 0.732 0.095
H -2.204361 -1.198356 -1.464098 -0.217 0.024 0.125
H -0.774999 -1.271855 -1.898727 0.200 0.253 -0.009
O -1.315480 -1.048408 -1.130639 -0.025 -0.021 -0.206
H -0.267643 0.547551 -4.452336 0.325 -0.703 0.302
H 0.674280 -0.713590 -4.265205 -0.680 0.640 0.072
O -0.133240 -0.269664 -3.935829 0.386 -0.032 -0.340
```
Forces are in eV/Å.

Results
2S+1: 2
Gap between HOMO and LUMO (alpha / beta): 3.61 / 8.46 eV
⟨S²⟩: 0.76


[2]
Below is 2 unconnected molecules or ions with the total composition C3H12NO2, with properties calculated with wB97M-V/def2-TZVPD.

```
18
Properties=species:S:1:pos:R:3:forces:R:3
O 0.744287 2.019756 -0.633347 -0.097 0.048 -0.199
C 1.033269 1.297620 0.541831 0.284 0.213 0.430
C -0.288643 1.188267 1.269931 0.005 0.021 -0.886
N -1.353869 0.751218 0.258681 0.151 -0.053 0.236
C -2.045566 -0.517879 0.583086 -0.147 -0.593 0.394
H 1.540521 2.335923 -1.071497 0.065 -0.086 0.020
H 1.732157 1.821784 1.200480 -0.048 0.052 -0.043
H 1.469946 0.319603 0.348659 -0.045 -0.228 -0.256
H -0.242874 0.446852 2.054270 -0.150 0.050 0.296
H -0.584100 2.178456 1.602824 -0.082 -0.121 0.320
H -2.034301 1.505075 0.168483 -0.003 -0.066 -0.032
H -0.912403 0.668727 -0.661195 0.105 0.234 -0.015
H -2.356330 -0.523009 1.626012 -0.137 0.233 -0.101
H -2.892178 -0.663047 -0.072992 -0.215 0.154 -0.091
H -1.385258 -1.367390 0.447353 0.340 0.114 -0.099
H 3.111894 -4.024494 -2.068949 -0.078 0.066 -0.073
H 2.049469 -3.971492 -3.162550 0.011 -0.036 -0.057
O 2.413978 -3.465971 -2.431080 0.041 -0.001 0.154
```
Forces are in eV/Å.

Results
Gap between HOMO and LUMO: 10.76 eV
Charge: +1